[1]
This record from the Open Molecules 2025 dataset describes C44H44N3OPSbSn as an isolated structure. The level of theory is ωB97M-V/def2-TZVPD.

The geometry in XYZ format:
```
95
Properties=species:S:1:pos:R:3:lowdin_charge:R:1
Sn -1.62 -0.40 1.51 0.9580
N -1.86 -2.24 0.06 0.0438
C -2.35 -3.20 -0.37 -0.2229
N -2.86 -4.28 -0.89 -0.0722
C -4.03 -4.21 -1.79 -0.0854
C -3.82 -5.20 -2.92 -0.1823
O -3.55 -6.49 -2.41 -0.1131
C -2.35 -6.51 -1.66 -0.1813
C -2.46 -5.62 -0.44 -0.0869
H -4.13 -3.19 -2.17 0.1321
H -4.93 -4.47 -1.22 0.1379
H -2.99 -4.87 -3.55 0.1321
H -4.72 -5.27 -3.53 0.1358
H -1.51 -6.19 -2.29 0.1332
H -2.19 -7.55 -1.36 0.1358
H -1.51 -5.55 0.09 0.1361
H -3.22 -6.01 0.24 0.1374
N -2.31 0.72 0.09 -0.4834
P -2.39 1.97 -0.85 0.7755
C -0.76 2.69 -1.14 -0.2555
C 0.13 2.66 0.06 -0.1981
C 2.16 3.00 -0.58 -0.1494
C 2.10 3.33 -2.04 -0.0262
C 0.99 3.42 -2.78 -0.0719
C -0.37 3.05 -2.37 -0.0617
C -3.44 3.29 -0.20 -0.2990
C -3.13 4.63 -0.40 -0.0775
C -3.97 5.62 0.09 -0.0686
C -5.13 5.27 0.77 -0.0694
C -5.44 3.93 0.97 -0.0699
C -4.60 2.94 0.49 -0.0802
C -3.07 1.53 -2.46 -0.2951
C -2.73 0.28 -2.98 -0.0865
C -3.18 -0.09 -4.24 -0.0783
C -3.97 0.78 -4.98 -0.0723
C -4.32 2.02 -4.46 -0.0667
C -3.87 2.39 -3.20 -0.0693
H -0.45 2.47 0.97 0.1173
H 3.18 3.07 -0.19 0.1474
H 3.04 3.58 -2.51 0.1158
H 1.10 3.72 -3.82 0.1069
H -1.09 3.00 -3.18 0.1062
H -2.22 4.90 -0.93 0.1034
H -3.72 6.66 -0.06 0.1089
H -5.78 6.04 1.15 0.1092
H -6.34 3.66 1.51 0.1082
H -4.83 1.89 0.66 0.1002
H -2.12 -0.39 -2.39 0.0864
H -2.90 -1.05 -4.65 0.1020
H -4.31 0.49 -5.97 0.1083
H -4.94 2.69 -5.03 0.1098
H -4.15 3.36 -2.79 0.1080
C 3.43 -3.84 1.26 -0.0725
C 4.21 -2.74 0.58 -0.3124
C 5.44 -3.02 0.00 -0.0453
C 6.19 -2.03 -0.61 -0.0714
C 5.71 -0.73 -0.66 -0.0759
C 4.48 -0.44 -0.08 -0.1419
C 3.73 -1.43 0.54 -0.3464
Sb 1.85 -0.97 1.45 1.4567
C 2.36 -1.16 3.51 -0.3564
C 1.37 -1.78 4.28 -0.1611
C 1.56 -2.04 5.63 -0.0864
C 2.76 -1.69 6.22 -0.0709
C 3.75 -1.08 5.46 -0.0426
C 3.58 -0.80 4.11 -0.2936
C 4.71 -0.15 3.35 -0.0467
C 1.81 1.18 1.21 -0.3192
C 1.98 1.91 2.33 -0.1220
C 1.85 3.35 2.50 -0.0691
C 1.46 4.22 1.57 -0.0300
C 1.09 3.86 0.17 -0.1757
C 1.37 1.71 -0.14 -0.3939
C 1.23 0.61 -1.18 -0.0682
H 3.95 -4.80 1.18 0.0796
H 2.44 -3.97 0.80 0.0666
H 3.28 -3.63 2.32 0.0712
H 5.83 -4.03 0.04 0.1120
H 7.14 -2.27 -1.06 0.1072
H 6.28 0.06 -1.13 0.1061
H 4.12 0.59 -0.08 0.0909
H 0.43 -2.07 3.82 0.0591
H 0.78 -2.51 6.21 0.1043
H 2.94 -1.88 7.27 0.1079
H 4.69 -0.80 5.93 0.1150
H 5.32 0.44 4.03 0.0859
H 4.35 0.50 2.56 0.0508
H 5.35 -0.90 2.89 0.0908
H 2.25 1.38 3.24 0.0799
H 2.10 3.73 3.49 0.1054
H 1.42 5.28 1.83 0.1116
H 0.78 4.74 -0.38 0.1454
H 1.07 1.00 -2.18 0.0791
H 0.38 -0.04 -0.95 0.0414
H 2.13 -0.01 -1.22 0.0627
```

Properties
HOMO level in eV: -10.08
LUMO level in hartree: -0.1074
Orbital gap in eV: 7.16
Relative energy (zero: lowest compared OMol25 entry of this formula, charge and spin) in kcal per mole: 0.00
Molecular weight in g/mol: 902.30
Net charge: +1

=====

[2]
This record from the Open Molecules 2025 dataset describes C44H45CrF5N9O7S2 as an isolated structure at a distorted geometry. The level of theory is ωB97M-V/def2-TZVPD.

The geometry in XYZ format:
```
113
Properties=species:S:1:pos:R:3:lowdin_spin:R:1
Cr -1.13 0.38 0.74 2.9555
N 0.57 -1.12 0.43 -0.0053
C -0.05 -2.41 0.16 0.0002
C 0.90 -3.46 -0.46 -0.0009
C 1.18 -4.63 0.49 -0.0001
C 0.06 -5.68 0.46 0.0000
N -1.26 -5.10 0.49 -0.0001
C -2.01 -4.87 1.54 0.0000
N -1.67 -5.26 2.79 0.0000
N -3.17 -4.25 1.36 0.0002
C -1.35 -2.20 -0.68 0.0037
O -1.86 -3.24 -1.17 0.0028
O -1.81 -1.07 -0.73 0.0151
H 1.09 -0.81 -0.39 0.0017
H 1.23 -1.23 1.20 0.0014
H -0.41 -2.79 1.13 -0.0002
H 1.84 -2.97 -0.73 -0.0001
H 0.46 -3.83 -1.39 -0.0001
H 1.30 -4.24 1.50 0.0000
H 2.10 -5.13 0.21 0.0000
H 0.20 -6.38 1.29 0.0000
H 0.12 -6.25 -0.47 0.0000
H -1.49 -4.45 -0.35 0.0000
H -0.89 -5.87 2.93 0.0000
H -2.35 -5.21 3.53 0.0000
H -3.35 -3.83 0.45 0.0000
H -3.77 -4.00 2.13 0.0000
C 4.14 -1.27 -0.49 0.0000
O 3.75 0.05 -0.17 0.0001
C 4.42 0.98 -0.97 0.0000
C 5.70 1.37 -0.62 0.0000
C 6.44 2.17 -1.46 -0.0001
C 5.92 2.54 -2.69 0.0000
C 4.63 2.18 -3.04 -0.0001
C 3.84 1.43 -2.17 0.0002
N 2.54 1.11 -2.50 -0.0001
C 1.54 0.97 -1.57 0.0009
N 1.84 1.65 1.17 0.0057
C 1.01 1.87 2.31 0.0027
C -0.34 1.50 2.26 -0.0557
C -1.12 1.85 3.36 0.0071
C -0.59 2.48 4.47 -0.0029
C 0.76 2.78 4.52 0.0135
C 1.58 2.49 3.44 -0.0036
O 2.88 2.89 3.57 -0.0028
C 3.93 2.17 2.93 -0.0001
N 0.38 0.55 -1.85 0.0155
C -0.14 0.08 -3.05 0.0004
C -1.31 0.65 -3.52 0.0014
C -1.92 0.19 -4.67 -0.0001
C -1.36 -0.86 -5.37 0.0014
C -0.19 -1.45 -4.91 -0.0001
C 0.42 -1.00 -3.76 0.0012
O 1.59 -1.54 -3.25 0.0003
C 2.20 -2.57 -3.99 0.0000
H 3.73 -1.92 0.29 0.0000
H 5.23 -1.37 -0.51 0.0000
H 3.73 -1.56 -1.47 0.0000
H 6.11 1.02 0.32 0.0000
H 7.43 2.48 -1.18 0.0000
H 6.52 3.12 -3.38 0.0000
H 4.23 2.47 -3.99 0.0000
H 2.30 1.10 -3.49 0.0000
H 2.13 0.71 0.95 0.0007
H -2.18 1.63 3.33 -0.0001
H -1.22 2.71 5.32 -0.0007
H 1.20 3.23 5.40 0.0009
H 4.81 2.38 3.54 0.0000
H 4.11 2.51 1.91 0.0000
H 3.74 1.10 2.92 0.0000
H -1.73 1.49 -2.98 0.0001
H -2.83 0.65 -5.02 0.0000
H -1.82 -1.23 -6.27 0.0001
H 0.22 -2.27 -5.48 0.0000
H 3.13 -2.82 -3.48 0.0000
H 2.45 -2.24 -5.01 0.0000
H 1.56 -3.45 -4.05 0.0000
O -3.78 4.48 -1.69 0.0005
C -4.73 3.63 -1.28 0.0000
C -6.05 3.94 -1.61 -0.0002
C -7.08 3.10 -1.23 0.0002
C -6.82 1.93 -0.53 0.0000
C -5.52 1.63 -0.19 0.0003
C -4.46 2.46 -0.55 -0.0011
C -3.10 2.08 -0.16 0.0041
O -2.89 1.21 0.73 0.0098
N -2.09 2.71 -0.74 0.0045
N -0.89 2.23 -0.36 -0.0106
C 0.10 3.01 -0.55 0.0223
S 1.79 2.57 -0.19 0.0035
C 1.84 4.24 0.78 0.0013
C 1.49 5.24 -0.29 0.0011
S -0.03 4.65 -1.15 0.0085
H -2.90 4.12 -1.43 -0.0001
H -6.23 4.85 -2.16 0.0000
H -8.10 3.35 -1.50 0.0000
H -7.62 1.27 -0.26 0.0000
H -5.28 0.72 0.34 0.0000
H 2.84 4.40 1.17 0.0000
H 1.11 4.24 1.58 0.0003
H 2.29 5.33 -1.03 0.0001
H 1.25 6.22 0.10 0.0002
F -3.85 -1.14 1.36 0.0027
C -3.01 -1.29 2.41 0.0069
C -1.69 -0.89 2.26 -0.0269
C -0.89 -1.23 3.35 0.0060
F 0.45 -0.99 3.27 0.0025
C -1.34 -1.84 4.51 -0.0030
F -0.50 -2.14 5.52 -0.0021
C -2.69 -2.18 4.62 0.0112
F -3.17 -2.79 5.72 0.0034
C -3.52 -1.91 3.54 -0.0029
F -4.81 -2.31 3.59 -0.0020
```

Properties
HOMO level (alpha / beta) in eV: -6.75 / -6.78
<S²>: 3.795
LUMO level (alpha / beta) in hartree: -0.0017 / -0.0015
Orbital gap (alpha / beta) in eV: 6.71 / 6.74
2S+1: 4
Molecular weight in g/mol: 1023.02
Net charge: 0

=====

Q: Look up the net charge of the first one.
A: +1

=====

Q: Which of these has the lowest molecular weight?
A: C44H44N3OPSbSn

=====

Q: The highest net charge belongs to which entry?
A: C44H44N3OPSbSn